(1)
Computed, not measured: a structure of composition C30H26N7RuS, with ωB97M-V/def2-TZVPD.

Geometry as XYZ:
```
65
Properties=species:S:1:pos:R:3:forces:R:3:lowdin_spin:R:1
Ru -0.570 0.306 -0.549 -0.23 -0.32 -0.34 2.348
C 3.297 -3.845 -4.957 -0.02 0.00 0.00 0.036
C 2.601 -2.759 -4.218 0.01 -0.02 0.00 0.174
C 3.027 -1.419 -4.343 0.01 0.04 0.00 0.003
C 2.408 -0.421 -3.655 -0.02 0.01 -0.01 0.087
C 1.290 -0.687 -2.807 -0.06 -0.08 -0.03 0.088
N 0.693 0.293 -2.118 0.01 0.20 0.23 0.294
C 1.362 1.471 -1.720 0.15 -0.05 -0.18 0.060
C 2.678 1.444 -1.221 0.04 0.06 -0.03 0.058
C 3.350 2.618 -0.963 -0.02 -0.06 -0.01 -0.004
C 2.748 3.864 -1.181 -0.01 0.04 0.00 0.079
C 3.483 5.134 -0.899 0.00 0.00 0.00 0.016
C 1.413 3.897 -1.608 0.01 -0.03 -0.01 0.001
C 0.734 2.730 -1.865 0.03 0.04 0.06 0.057
N -0.645 2.740 -2.192 -0.03 -0.08 0.04 0.010
C -1.376 3.518 -3.004 0.01 0.02 0.01 0.040
C -2.707 3.174 -2.835 0.02 0.01 -0.02 0.011
C -2.708 2.172 -1.877 0.02 0.00 0.05 0.027
N -1.452 1.912 -1.476 0.00 0.20 0.05 0.062
C 0.817 -2.035 -2.741 0.06 -0.01 0.05 0.107
C 1.495 -3.034 -3.398 -0.01 0.03 0.01 0.015
N -0.342 -2.383 -1.993 -0.08 0.04 -0.08 0.010
C -1.113 -3.472 -2.199 0.04 0.02 -0.01 0.055
C -2.108 -3.500 -1.246 0.00 0.00 0.00 0.015
C -1.894 -2.370 -0.480 -0.02 0.03 0.00 0.054
N -0.822 -1.683 -0.927 0.23 -0.23 0.10 0.058
H 4.379 -3.724 -4.901 0.00 0.01 0.00 0.008
H 3.028 -3.787 -6.017 0.01 -0.01 0.00 0.016
H 3.025 -4.834 -4.594 0.00 0.00 0.00 0.001
H 3.861 -1.188 -4.993 0.00 0.00 0.00 -0.002
H 2.736 0.604 -3.760 0.01 0.00 0.00 0.003
H 3.166 0.488 -1.074 0.00 0.00 -0.01 0.001
H 4.366 2.578 -0.592 0.00 0.01 0.00 -0.001
H 4.555 5.012 -1.044 0.00 -0.01 0.01 0.002
H 3.324 5.424 0.143 0.01 0.01 0.00 0.007
H 3.131 5.950 -1.527 -0.01 0.00 0.01 0.002
H 0.906 4.849 -1.714 -0.01 0.00 0.00 -0.001
H -0.906 4.250 -3.642 -0.03 0.01 -0.01 0.002
H -3.557 3.599 -3.341 0.01 0.00 0.00 0.000
H -3.539 1.627 -1.456 -0.01 0.00 -0.02 0.001
H 1.199 -4.067 -3.277 0.00 0.01 0.01 -0.001
H -0.915 -4.144 -3.017 -0.04 -0.02 0.01 0.002
H -2.887 -4.235 -1.137 0.01 0.00 0.00 0.000
H -2.453 -1.998 0.364 -0.02 -0.03 -0.02 0.002
S -2.979 0.580 5.506 0.00 0.01 0.05 0.083
C -2.349 0.445 3.931 -0.03 0.02 -0.09 0.027
C -1.479 -0.572 3.474 0.01 -0.04 0.07 0.014
C -1.063 -0.565 2.178 -0.05 0.08 0.00 0.008
N -1.440 0.387 1.272 -0.06 0.11 0.09 0.040
C -2.268 1.379 1.716 0.03 0.00 -0.01 -0.001
C -2.734 1.434 2.992 0.02 0.00 -0.02 0.011
C -2.266 -0.807 6.359 0.09 -0.06 0.06 0.007
C -1.028 -0.681 6.977 -0.09 0.07 -0.06 0.002
C -0.537 -1.789 7.655 0.05 -0.05 0.05 0.001
N -1.190 -2.944 7.742 -0.01 0.06 -0.03 0.000
C -2.384 -3.034 7.167 -0.02 -0.07 0.01 0.001
C -2.975 -1.994 6.459 -0.01 0.04 -0.03 0.002
H -1.146 -1.353 4.143 0.01 0.00 -0.02 0.000
H -0.403 -1.341 1.805 0.02 -0.01 0.06 0.003
H -2.537 2.132 0.989 -0.02 0.02 0.03 0.000
H -3.395 2.239 3.286 0.00 0.00 -0.01 0.000
H -0.471 0.246 6.954 0.00 0.00 -0.01 0.000
H 0.423 -1.739 8.155 -0.01 0.00 0.00 0.000
H -2.901 -3.980 7.276 0.00 0.00 0.00 0.000
H -3.956 -2.112 6.018 -0.01 0.01 0.01 0.000
```
Positions in Å, forces in eV/Å.

Its largest force on an atom is 0.52 eV/A. Its orbital gap (alpha / beta) is 6.746 / 4.261 eV. Its HOMO energy (alpha / beta) is -15.87 / -15.87 eV. The total charge is +3. The multiplicity is 5.

(2)
Computed, not measured: a cluster of 7 separate species, C30H76BN3O21PS7 in total, with ωB97M-V/def2-TZVPD.

Geometry as XYZ:
```
139
Properties=species:S:1:pos:R:3:forces:R:3:lowdin_charge:R:1
C 0.309 -0.059 1.463 1.06 0.24 0.12 -0.060
C 1.592 -0.060 0.509 -0.16 -0.45 1.49 -0.243
O 1.245 -0.331 -0.853 -0.13 1.48 0.35 -0.152
C 0.647 0.821 -1.467 0.30 -0.58 -1.20 -0.205
C 1.745 1.886 -1.854 -0.63 -0.07 -0.16 -0.090
C 1.178 3.329 -2.202 2.28 -0.36 -0.30 -0.444
C 1.226 3.606 -3.760 -0.57 0.11 -0.54 -0.027
N 2.304 4.233 -1.722 -1.48 3.83 -0.36 0.053
C 1.700 5.505 -1.467 -1.31 -2.09 -1.39 -0.302
N 2.320 6.617 -1.091 0.37 -0.82 -0.72 0.261
B 3.821 6.581 -0.924 2.14 0.29 0.57 -0.569
O 4.699 6.302 -1.998 -1.86 -0.41 2.10 0.162
O 4.356 6.792 0.359 -1.37 -0.43 -1.86 0.178
N 0.254 5.405 -1.668 2.40 -0.30 1.93 0.048
C 0.030 3.951 -1.321 0.80 -0.60 -0.35 -0.745
S 0.705 3.839 0.435 -0.84 -0.65 1.21 0.835
P -1.775 3.498 -1.618 -1.41 1.08 -0.89 1.010
C -1.996 2.248 -3.004 -0.40 -1.12 -0.23 -0.389
C -2.852 0.948 -2.613 0.81 -0.15 -0.83 -0.130
C -2.666 3.011 -0.040 0.82 -0.33 1.69 -0.405
C -2.724 4.315 0.890 0.51 -0.07 -0.12 -0.183
H -0.591 -0.127 0.802 0.56 -0.06 0.88 0.067
H 0.380 -0.891 2.216 -0.36 0.61 -0.97 0.066
H 0.312 0.891 2.077 -0.30 -0.92 -0.80 0.067
H 2.115 0.921 0.674 -0.32 -0.72 -0.60 0.091
H 2.321 -0.860 0.826 -0.85 0.76 -0.46 0.132
H -0.223 1.228 -0.887 0.90 -0.18 -0.17 0.089
H 0.222 0.432 -2.439 0.30 0.37 1.08 0.132
H 2.534 2.022 -1.067 -0.98 -0.30 -0.49 0.110
H 2.282 1.499 -2.766 -0.53 0.40 0.91 0.136
H 2.283 3.471 -4.137 -1.10 -0.09 0.60 0.089
H 0.593 2.922 -4.378 0.47 0.59 0.64 0.085
H 0.963 4.672 -4.025 0.05 -1.19 0.41 0.103
H 3.120 4.238 -2.337 -0.12 0.23 0.34 0.147
H 1.755 7.448 -0.923 0.15 -0.34 -0.02 0.175
H 5.427 5.795 -1.591 0.18 0.54 -0.41 0.126
H 3.637 6.773 1.009 0.40 0.10 0.10 0.112
H -0.277 5.865 -0.914 0.32 0.67 -0.85 0.099
H 0.199 4.964 1.059 -0.11 -0.77 -0.81 -0.087
H -1.048 1.888 -3.475 -0.65 0.57 0.63 0.042
H -2.571 2.779 -3.819 0.72 -0.35 0.99 0.068
H -2.868 0.711 -1.521 -0.21 0.38 -0.94 0.057
H -3.862 1.042 -3.083 0.69 -0.14 0.83 0.069
H -2.348 0.070 -3.114 -0.63 0.82 0.55 0.080
H -2.120 2.232 0.577 -0.52 0.61 -0.86 0.065
H -3.696 2.593 -0.214 1.14 0.59 -0.34 0.090
H -3.762 4.699 1.046 0.90 -0.37 -0.20 0.077
H -2.114 5.133 0.410 -0.80 -0.57 0.45 0.017
H -2.231 4.124 1.887 -0.72 0.06 -1.03 0.072
O 2.238 3.668 -6.735 -0.32 0.02 -0.27 -0.300
S 2.359 3.907 -8.150 0.54 -0.25 -0.78 0.600
O 1.259 4.414 -8.923 0.17 -0.20 0.66 -0.271
O 2.924 2.576 -8.857 0.11 0.83 0.39 -0.260
C 2.230 1.341 -8.643 -0.63 -0.78 -0.04 -0.260
C 0.961 1.256 -9.471 -0.19 0.25 0.01 -0.072
C 3.772 4.928 -8.443 0.08 -0.09 0.01 -0.118
H 2.018 1.199 -7.580 0.08 0.19 -0.02 0.112
H 2.911 0.544 -8.945 0.20 0.30 0.01 0.125
H 0.221 1.985 -9.134 0.03 -0.05 -0.01 0.069
H 0.517 0.263 -9.392 0.11 0.00 0.01 0.084
H 1.171 1.471 -10.520 0.04 -0.09 0.05 0.088
H 4.620 4.524 -7.894 -0.06 -0.02 -0.04 0.075
H 3.536 5.930 -8.087 -0.11 -0.08 0.00 0.077
H 3.974 4.950 -9.512 -0.06 -0.03 0.05 0.079
O 0.315 -3.053 4.125 0.42 0.36 0.23 -0.296
S 0.720 -2.923 5.501 0.04 -0.59 0.81 0.603
O 1.431 -1.765 5.969 -0.24 -0.23 -0.58 -0.278
O 1.533 -4.244 5.932 -0.73 0.49 -0.05 -0.258
C 2.660 -4.640 5.141 0.90 -0.08 -0.44 -0.258
C 3.880 -3.784 5.426 -0.06 0.28 0.02 -0.072
C -0.686 -3.181 6.539 0.02 -0.15 0.00 -0.115
H 2.407 -4.626 4.077 -0.17 0.07 0.10 0.115
H 2.878 -5.676 5.405 -0.32 0.06 0.15 0.123
H 3.727 -2.757 5.090 0.02 -0.06 -0.01 0.071
H 4.757 -4.180 4.912 -0.06 -0.06 0.05 0.081
H 4.083 -3.746 6.498 0.05 -0.09 -0.07 0.086
H -1.204 -4.081 6.215 0.02 0.06 0.01 0.075
H -1.339 -2.315 6.438 0.10 0.00 -0.10 0.075
H -0.350 -3.274 7.570 0.04 0.01 -0.07 0.079
O 0.597 -4.575 -1.164 -0.54 0.08 -0.05 -0.282
S -0.657 -5.215 -0.870 -0.13 -0.32 0.63 0.593
O -1.864 -4.860 -1.564 0.57 0.12 0.05 -0.284
O -0.924 -5.133 0.716 0.22 -0.48 -0.76 -0.260
C -0.888 -3.847 1.347 -0.23 0.85 0.39 -0.265
C -2.153 -3.054 1.077 -0.12 0.06 -0.37 -0.066
C -0.444 -6.967 -0.967 0.00 -0.04 0.11 -0.123
H 0.001 -3.291 1.037 0.00 -0.17 -0.11 0.110
H -0.800 -4.024 2.417 0.09 -0.30 -0.19 0.094
H -2.227 -2.781 0.022 0.01 0.01 0.04 0.067
H -2.162 -2.135 1.665 0.06 -0.10 0.09 0.071
H -3.040 -3.641 1.321 0.07 0.03 0.10 0.086
H 0.445 -7.246 -0.406 -0.05 0.06 -0.01 0.074
H -0.325 -7.229 -2.018 -0.02 0.13 0.02 0.076
H -1.330 -7.451 -0.561 0.03 0.07 -0.02 0.075
O -4.883 -2.979 4.753 0.18 -0.39 0.40 -0.284
S -5.212 -3.318 6.111 -0.73 0.06 0.27 0.587
O -4.304 -4.056 6.947 -0.02 0.23 -0.57 -0.286
O -6.650 -4.042 6.138 0.51 0.69 0.14 -0.263
C -6.851 -5.190 5.305 -0.02 -0.90 -0.42 -0.261
C -6.202 -6.431 5.889 0.29 0.03 0.11 -0.074
C -5.692 -1.847 6.966 -0.13 -0.02 0.02 -0.120
H -6.492 -4.996 4.291 0.06 0.16 0.11 0.116
H -7.929 -5.344 5.241 0.04 0.32 0.15 0.123
H -5.114 -6.345 5.884 -0.06 -0.01 -0.03 0.070
H -6.473 -7.315 5.309 -0.07 0.08 0.00 0.082
H -6.511 -6.576 6.926 -0.07 -0.01 -0.08 0.086
H -6.412 -1.305 6.357 0.03 -0.07 0.01 0.075
H -4.797 -1.245 7.117 0.03 -0.12 -0.06 0.074
H -6.121 -2.124 7.927 0.04 -0.03 -0.06 0.077
O 8.429 -3.855 4.890 -0.30 0.30 0.41 -0.282
S 8.396 -3.758 6.324 0.53 -0.09 0.41 0.591
O 7.197 -3.390 7.029 0.24 -0.05 -0.56 -0.285
O 9.600 -2.806 6.814 -0.31 -0.71 -0.09 -0.264
C 9.699 -1.492 6.256 -0.09 0.90 -0.23 -0.265
C 8.683 -0.543 6.865 -0.30 -0.09 0.02 -0.076
C 9.012 -5.264 7.013 0.13 0.05 0.05 -0.120
H 9.602 -1.529 5.167 -0.04 -0.19 0.07 0.115
H 10.705 -1.134 6.478 0.01 -0.34 0.08 0.123
H 7.666 -0.823 6.586 0.06 0.02 0.00 0.069
H 8.858 0.479 6.521 0.09 -0.06 0.00 0.080
H 8.739 -0.566 7.955 0.08 0.04 -0.06 0.086
H 9.943 -5.525 6.514 -0.05 0.06 0.01 0.075
H 8.264 -6.037 6.843 -0.04 0.12 -0.05 0.077
H 9.168 -5.125 8.081 -0.03 0.03 -0.06 0.076
O -5.545 1.108 -6.913 -0.15 0.23 0.58 -0.276
S -5.812 2.396 -6.334 -0.31 0.53 -0.50 0.589
O -5.721 2.624 -4.915 0.08 -0.44 -0.40 -0.297
O -7.239 2.921 -6.862 0.87 0.04 0.07 -0.263
C -8.384 2.080 -6.681 -0.79 -0.53 0.32 -0.260
C -8.888 2.112 -5.250 0.22 -0.02 0.23 -0.075
C -4.819 3.605 -7.157 -0.10 0.09 -0.05 -0.121
H -8.164 1.058 -7.000 0.18 0.10 -0.01 0.117
H -9.161 2.464 -7.344 0.30 0.17 -0.10 0.124
H -8.169 1.652 -4.569 -0.05 -0.01 -0.04 0.069
H -9.830 1.569 -5.162 0.02 0.04 -0.10 0.083
H -9.036 3.141 -4.916 -0.07 -0.04 -0.08 0.085
H -4.915 3.468 -8.232 -0.03 -0.02 0.07 0.077
H -3.785 3.451 -6.849 -0.08 -0.09 0.04 0.071
H -5.153 4.597 -6.859 -0.01 -0.07 0.01 0.076
```
Positions in Å, forces in eV/Å.

Its largest force on an atom is 4.12 eV/A. Its orbital gap is 7.405 eV. Its HOMO energy is -10.35 eV. The total charge is +1. The multiplicity is 1.

(3)
Computed, not measured: a structure of composition C5H6O, with ωB97M-V/def2-TZVPD.

Geometry as XYZ:
```
12
Properties=species:S:1:pos:R:3:forces:R:3:lowdin_charge:R:1
C -0.987 0.674 -0.406 -0.05 0.05 0.00 -0.064
C -0.148 -0.522 -0.835 -0.03 -0.05 -0.31 -0.157
C 1.213 -0.201 -0.200 0.45 -0.24 -0.24 -0.217
O 1.104 1.017 0.522 0.25 -0.03 0.06 -0.055
C -0.191 0.533 0.940 -0.24 0.21 0.28 -0.198
C 0.182 -0.935 0.575 0.04 -0.18 0.14 -0.085
H -2.068 0.525 -0.374 0.20 -0.27 0.19 0.110
H -0.750 1.580 -0.979 -0.22 0.03 0.39 0.113
H -0.260 -1.183 -1.689 0.09 0.25 0.04 0.131
H 2.184 -0.448 -0.606 -0.13 -0.23 -0.01 0.146
H -0.446 0.847 1.955 -0.34 0.27 -0.48 0.146
H 0.167 -1.886 1.096 -0.02 0.19 -0.07 0.130
```
Positions in Å, forces in eV/Å.

Its largest force on an atom is 0.64 eV/A. Its orbital gap is 10.287 eV. Its HOMO energy is -9.14 eV. The multiplicity is 1.